# 1
DFT (ωB97M-V/def2-TZVPD) results for 8 unconnected molecules or ions with the total composition C33H85N3O11.

Its HOMO-LUMO gap (spin up / spin down) is 0.303 / 0.099 Ha. As for the total charge: +1. Its expectation value of S² is 0.76. The calculation puts the HOMO energy (spin up / spin down) at -10.5 / -10.5 eV. For the calculated total energy, the calculation gives -2299.58698 Ha. The multiplicity is 2.

Positions of all 132 atoms, in Å:
O1 -4.3545 -3.0402 -3.0500
O2 -0.0015 1.0716 5.4565
O3 -8.1101 5.7119 0.5866
O4 5.2025 2.4784 -2.2904
O5 1.8576 -3.1351 4.3838
O6 -0.7386 -2.8796 -4.9780
O7 3.3274 -7.4538 5.6330
O8 1.4198 1.3927 -1.2749
O9 2.6500 -5.8235 -0.6117
O10 -0.4040 2.6144 -3.1629
O11 -3.7242 3.6072 0.4938
N1 2.1428 3.6596 -3.6947
N2 2.9009 -5.3535 2.4170
N3 -4.5292 6.6815 0.3419
C1 2.5723 -6.2690 3.5751
C2 2.4670 -1.6471 2.7137
C3 -2.9180 4.6769 0.8081
C4 3.7001 -6.4253 4.6954
C5 -3.3598 -2.0480 -2.9120
C6 3.8132 -6.0266 1.5249
C7 -3.4333 5.8136 -0.1457
C8 -5.7475 5.8741 0.3171
C9 0.7124 0.5425 -0.4384
C10 3.8108 -5.4019 0.1098
C11 1.8470 -4.6407 -0.8803
C12 4.3639 -7.6595 6.6125
C13 -0.6180 1.1945 -0.0587
C14 0.3735 -3.6192 -5.2574
C15 -1.0637 2.9783 4.7124
C16 4.7579 2.5090 -0.9160
C17 0.5604 -0.8303 -0.9583
C18 -1.6716 3.2599 -2.7324
C19 1.3454 2.3225 3.9070
C20 1.4489 2.6579 -4.5674
C21 -7.0588 6.6537 0.5326
C22 4.2086 2.2320 -3.2208
C23 -3.6548 -1.3317 -1.6085
C24 3.3321 -1.4817 5.1416
C25 -3.3085 -1.1848 -4.1533
C26 3.6271 3.5677 -3.6478
C27 -9.1271 6.0818 1.3716
C28 -3.9343 2.7062 1.5242
C29 -0.0876 1.8532 4.3272
C30 1.3146 -3.4720 -4.0140
C31 2.1562 -1.7712 4.2079
C32 -0.1118 2.7792 -4.5762
C33 0.8921 -3.5290 -6.6691
H1 -1.4197 -2.9436 -5.6514
H2 3.7486 -5.4886 5.2507
H3 2.1172 -7.1938 3.2206
H4 -0.3699 2.1834 0.3269
H5 0.0114 -4.6378 -5.1183
H6 -2.5506 6.4436 -0.2555
H7 -4.2935 -0.7184 -4.1400
H8 -9.9862 5.4481 1.1514
H9 4.0749 3.8061 -4.6125
H10 3.8314 -2.4139 5.4058
H11 1.8700 2.6420 4.8074
H12 -4.9915 2.6901 1.7895
H13 -2.3835 -2.5267 -2.8364
H14 4.0383 -4.3467 0.2617
H15 1.3596 -2.5617 -6.8533
H16 5.3557 -7.9142 6.2388
H17 4.8130 -5.8116 1.9021
H18 -2.4689 2.6884 -3.2075
H19 2.3281 -3.7103 3.7760
H20 0.6939 1.5461 5.9178
H21 3.9744 3.2538 -0.7761
H22 0.7817 -3.0320 -3.1710
H23 1.7133 2.8391 -5.6092
H24 1.6952 -1.9605 2.0107
H25 -3.5925 5.2459 -1.0624
H26 1.7618 -4.0292 0.0180
H27 -5.7487 5.2574 -0.5816
H28 1.7893 3.3865 -2.7889
H29 -1.8751 2.5101 5.2696
H30 1.9896 -5.2541 1.9931
H31 1.3227 3.0866 3.1300
H32 4.0373 4.4235 -3.1116
H33 -3.8830 -3.7935 -3.4132
H34 -0.3818 1.1478 3.5501
H35 -6.9615 7.2256 1.4555
H36 1.7026 1.6427 -4.2624
H37 -2.8964 5.0290 1.8395
H38 -1.6587 4.2769 -3.1246
H39 -1.0202 0.5866 0.7517
H40 -1.7391 3.2271 -1.6450
H41 -0.2337 -0.6623 -1.6859
H42 2.7991 -0.6518 2.4184
H43 1.5122 -1.0645 -1.4349
H44 4.0811 -8.5636 7.1517
H45 2.0585 -2.7054 -4.2308
H46 4.1844 1.6089 -0.6950
H47 1.6255 -4.2651 -6.9981
H48 -1.3965 3.4671 3.7967
H49 4.0342 -0.7143 4.8157
H50 0.8663 -4.9013 -1.2783
H51 3.5918 -7.0797 1.3518
H52 -3.1767 -1.7673 -5.0651
H53 -9.3485 7.1214 1.1299
H54 -7.2081 7.3281 -0.3106
H55 1.3274 -1.0857 4.3851
H56 -1.8797 4.4081 0.6141
H57 3.2206 -2.3540 2.3668
H58 -5.8452 5.0543 1.0288
H59 -0.6195 3.7463 5.3456
H60 -3.3869 3.0001 2.4198
H61 -4.5642 7.5674 -0.1419
H62 -3.4822 -2.0637 -0.8196
H63 1.7300 -4.4311 -3.7047
H64 0.0489 -3.6416 -7.3506
H65 1.3662 0.5699 0.4334
H66 1.9403 1.5197 3.4715
H67 -0.4800 1.8155 -4.9281
H68 0.3519 -1.6294 -0.2469
H69 4.7000 1.9373 -4.1480
H70 0.8601 1.4673 -2.0513
H71 -4.6087 -0.8045 -1.5937
H72 -2.4519 -0.5107 -4.1539
H73 -3.5382 1.7376 1.2193
H74 4.4631 -6.9740 7.4541
H75 -3.0099 -0.4859 -1.3700
H76 -8.6663 5.9481 2.3503
H77 2.9022 -1.1136 6.0732
H78 1.8186 -5.6085 4.0037
H79 4.6142 -6.5963 4.1268
H80 2.3188 -4.0239 -1.6452
H81 5.5887 2.6998 -0.2367
H82 4.6288 -5.8770 -0.4318
H83 -0.5350 3.6885 -5.0030
H84 -1.3065 1.2643 -0.9008
H85 3.4678 1.4787 -2.9527

Cartesian forces (eV/Å) of the 2 atoms listed first:
O -0.002 -0.470 -0.168
O 1.152 -1.053 1.359

=====

# 2
DFT (ωB97M-V/def2-TZVPD) results for 13 unconnected molecules or ions with the total composition C33H87Br12O28P7.

Its HOMO-LUMO gap (spin up / spin down) is 0.081 / 0.315 Ha. As for the total charge: -1. Its expectation value of S² is 0.75. The calculation puts the HOMO energy (spin up / spin down) at -0.5 / -6.9 eV. For the calculated total energy, the calculation gives -36694.36512 Ha. The multiplicity is 2.

Positions of all 167 atoms, in Å:
Br1 -19.7115 -11.0882 -8.2847
Br2 -19.1007 -11.6518 -11.5467
Br3 -16.6001 -11.4372 -15.0580
Br4 -14.5847 -8.4206 -12.1277
Br5 -17.8459 0.6073 -7.1585
Br6 -17.3952 -3.6949 -8.7779
Br7 -9.3197 -5.2679 -11.2352
Br8 -21.6666 -2.9683 -11.7190
Br9 -14.9129 -8.0569 -8.4440
Br10 -13.8144 -5.0360 -12.5456
Br11 -17.5255 -2.1256 -13.5331
Br12 -19.9847 -12.8821 -15.0124
P1 -21.0581 -1.0875 -16.7328
P2 -19.3227 -7.0961 -4.1376
P3 -25.0403 -5.1314 -14.1844
P4 -13.3953 0.1896 -11.1576
P5 -23.6658 -6.8060 -8.0182
P6 -19.2702 -6.8349 -12.1754
P7 -22.1455 -7.6900 -17.7214
O1 -14.1003 0.7924 -12.5344
O2 -17.8541 -6.7982 -3.4387
O3 -20.6692 -6.5168 -12.9527
O4 -24.6893 -6.5900 -13.6738
O5 -23.6987 -4.6772 -14.9782
O6 -19.3403 -6.2662 -5.5639
O7 -19.9008 -2.0995 -16.1998
O8 -23.1819 -7.6017 -9.1738
O9 -21.6509 -8.4568 -16.5314
O10 -23.7482 -7.9546 -18.1218
O11 -18.5439 -8.1053 -12.5787
O12 -19.7699 -6.9579 -10.6166
O13 -24.4079 -5.3156 -8.3275
O14 -24.9449 -4.3133 -12.7528
O15 -21.9327 -6.0430 -17.7327
O16 -26.3088 -5.1258 -14.8867
O17 -12.8075 1.2264 -10.1855
O18 -24.7957 -7.6660 -7.2737
O19 -18.4449 -5.4328 -12.2240
O20 -14.5849 -0.7040 -10.5126
O21 -20.4660 -6.8455 -3.2511
O22 -12.4207 -0.9215 -11.8009
O23 -22.5901 -6.5412 -6.9232
O24 -21.3856 -8.2327 -19.0551
O25 -19.1534 -8.6408 -4.4820
O26 -22.0037 -0.5519 -15.6854
O27 -20.1427 0.0791 -17.4133
O28 -21.7416 -1.8057 -18.1122
C1 -15.1702 -1.8476 -11.0862
C2 -19.1307 -1.6986 -12.4603
C3 -24.7229 -7.7770 -17.0934
C4 -22.4664 -5.2766 -18.7594
C5 -11.4007 -0.5619 -12.7627
C6 -18.1104 -1.9056 -8.6163
C7 -11.9633 -5.6965 -12.3013
C8 -25.4655 -3.0939 -12.5182
C9 -20.6105 -10.6754 -10.8343
C10 -24.5687 -8.7873 -6.4399
C11 -17.7414 -5.9041 -2.3340
C12 -20.4606 -2.1715 -13.0731
C13 -17.1922 -1.2870 -7.4693
C14 -21.2500 -1.4542 -19.3228
C15 -14.9646 1.9830 -12.5598
C16 -11.2235 -4.7914 -11.3939
C17 -23.6931 -3.4790 -15.6977
C18 -20.4390 -5.8411 -10.0198
C19 -19.3636 0.9153 -16.6732
C20 -20.5952 -5.8500 -14.2044
C21 -15.4280 -9.6477 -10.7299
C22 -18.3102 -10.4937 -15.2942
C23 -19.2765 -11.3237 -16.0269
C24 -16.9648 -5.4812 -12.0919
C25 -21.1689 -11.3316 -9.5485
C26 -20.2604 -9.5852 -4.7926
C27 -23.7744 -4.4330 -9.2583
C28 -20.1881 -7.6606 -19.5721
C29 -18.3829 -6.4387 -6.6408
C30 -16.2463 -8.7930 -9.7435
C31 -19.3302 -3.1706 -16.9259
C32 -23.7346 -6.8555 -12.7266
C33 -22.7899 -5.5971 -5.8767
H1 -16.1411 -10.3291 -11.1939
H2 -16.5201 -4.5016 -12.2672
H3 -19.7537 -6.8162 -19.0369
H4 -22.7069 -5.9197 -19.6059
H5 -18.6314 -10.0447 -14.3544
H6 -16.6269 -6.2166 -12.8221
H7 -18.6673 -5.4309 -2.0071
H8 -16.1248 -1.2836 -7.6898
H9 -19.5606 -3.0853 -17.9878
H10 -16.2530 -1.7472 -11.1603
H11 -18.5223 0.2420 -16.8376
H12 -22.8944 -3.9530 -8.8301
H13 -11.1942 -3.7706 -11.7751
H14 -19.5156 0.8574 -15.5954
H15 -20.0346 -4.9213 -14.0977
H16 -22.4685 -6.1492 -4.9935
H17 -20.9795 -1.2589 -13.3665
H18 -24.3731 -8.4094 -5.4364
H19 -18.9070 -6.6434 -7.5743
H20 -20.2514 -9.6469 -10.7963
H21 -17.0538 -5.1672 -2.7490
H22 -22.2370 -4.6643 -5.9880
H23 -21.4483 -10.8162 -11.5173
H24 -20.2751 -9.9948 -5.8026
H25 -20.1699 -1.6008 -19.3225
H26 -24.6482 -3.2154 -16.1521
H27 -14.6187 -10.2776 -10.3606
H28 -19.1602 1.8734 -17.1514
H29 -11.5089 -1.2063 -13.6351
H30 -21.2978 -12.4117 -9.6177
H31 -21.0825 -5.9739 -9.1500
H32 -20.1494 -10.7336 -16.3061
H33 -15.8440 1.8642 -13.1926
H34 -25.2950 -8.6759 -16.8638
H35 -16.9441 -9.3996 -9.1662
H36 -25.0088 -2.6987 -11.6108
H37 -19.1242 -2.1060 -8.2696
H38 -21.5952 -4.7657 -19.1693
H39 -25.4942 -9.3489 -6.5672
H40 -20.2627 -7.6592 -20.6596
H41 -11.7306 -4.8401 -10.4302
H42 -17.8208 -5.5061 -6.6912
H43 -23.1793 -4.5611 -18.3495
H44 -17.6120 -7.1706 -6.3998
H45 -25.3551 -2.4103 -13.3599
H46 -23.6642 -9.3553 -6.6573
H47 -20.1536 -6.5044 -14.9559
H48 -21.6498 -1.9884 -20.1846
H49 -23.6183 -2.5975 -15.0610
H50 -24.2590 -7.6358 -16.1173
H51 -24.1687 -7.4775 -11.9439
H52 -23.7856 -5.2768 -5.5701
H53 -21.2723 -9.1862 -4.7222
H54 -11.5268 -5.7381 -13.2992
H55 -22.8716 -7.3190 -13.2048
H56 -18.7642 -11.6990 -16.9128
H57 -18.1717 -9.7441 -16.0733
H58 -17.4334 -6.2956 -1.3645
H59 -19.5196 -8.4499 -19.2283
H60 -15.5257 2.2776 -11.6729
H61 -14.9119 -2.7162 -10.4805
H62 -22.0623 -10.8134 -9.2000
H63 -16.6503 -5.8278 -11.1075
H64 -10.3725 -0.4905 -12.4079
H65 -19.7120 -5.1148 -9.6565
H66 -25.3659 -6.9560 -17.4107
H67 -18.2219 -1.3359 -9.5389
H68 -21.3998 -0.4122 -19.6056
H69 -18.2466 -3.1347 -16.8144
H70 -20.2433 -10.3095 -3.9782
H71 -19.0443 -0.6123 -12.4341
H72 -14.8807 -2.1182 -12.1016
H73 -16.6888 -7.8803 -10.1425
H74 -20.4410 -2.6869 -14.0333
H75 -12.1383 -6.6746 -11.8533
H76 -24.3833 -3.5762 -9.5469
H77 -23.1759 -6.0676 -12.2216
H78 -23.6513 -5.0724 -10.1324
H79 -19.5386 -4.1737 -16.5538
H80 -17.1981 -1.7452 -6.4803
H81 -14.2858 2.7802 -12.8627
H82 -21.6397 -5.5981 -14.3878
H83 -26.5186 -3.1806 -12.2509
H84 -21.1070 -5.3406 -10.7207
H85 -11.7265 0.4007 -13.1568
H86 -22.9230 -3.4912 -16.4690
H87 -18.9705 -2.0288 -11.4340

Cartesian forces (eV/Å) of the 2 atoms listed first:
Br -0.101 -0.073 1.003
Br 0.046 -0.176 -0.131

=====

# 3
DFT (ωB97M-V/def2-TZVPD) results for 8 unconnected molecules or ions with the total composition C33H87N11O13.

Its HOMO-LUMO gap is 0.332 Ha. The calculation puts the HOMO energy at -8.5 eV. The structure (SMILES) is COCCNCCOC.COCCNCCOC.COCCNCCOC.COCCNCCOC.COCCNCCOC.NC(N)=O.NC(N)=O.NC(N)=O. For the calculated total energy, the calculation gives -2889.65653 Ha.

Positions of all 144 atoms, in Å:
O1 29.1392 -15.7170 -16.6435
O2 26.5552 -16.8671 -11.1286
O3 26.6725 -12.4404 -13.9271
O4 21.7944 -13.2969 -21.6765
O5 22.7169 -23.2470 -15.7920
O6 20.1190 -15.7412 -19.7817
O7 24.7509 -15.4996 -14.8529
O8 19.3448 -14.3973 -25.8353
O9 19.7537 -13.4758 -8.9957
O10 20.0700 -13.0626 -14.6751
O11 25.2290 -14.2846 -20.9543
O12 28.4958 -19.6408 -18.7569
O13 24.4624 -18.2875 -16.4751
N1 17.6461 -15.2184 -22.5937
N2 23.8012 -15.8067 -16.9312
N3 28.6433 -12.8429 -12.7815
N4 30.3390 -18.2230 -17.0090
N5 23.6741 -20.8365 -14.6068
N6 25.2815 -18.6833 -11.1859
N7 24.4447 -16.8821 -11.9472
N8 27.2367 -14.4283 -13.2111
N9 24.1231 -13.7715 -16.2317
N10 20.5557 -13.4617 -11.9521
N11 22.6448 -13.4309 -19.1031
C1 18.6395 -15.2725 -24.9709
C2 25.6793 -13.3378 -21.9379
C3 29.4332 -16.4817 -15.4218
C4 27.4396 -13.1378 -13.3047
C5 28.4267 -20.3960 -19.9653
C6 20.3530 -12.7091 -16.0062
C7 29.4507 -19.3175 -16.6303
C8 30.6354 -17.4238 -15.8747
C9 21.3908 -12.1772 -20.7992
C10 22.8323 -20.7981 -15.7801
C11 25.0063 -20.1829 -14.8760
C12 25.5197 -17.4055 -11.4010
C13 28.0392 -14.7920 -16.5406
C14 23.9291 -12.7424 -19.3611
C15 21.4436 -12.6070 -19.3321
C16 24.8095 -18.6595 -15.1276
C17 18.8543 -15.8496 -20.4714
C18 22.0651 -24.4384 -16.1411
C19 25.2087 -13.6267 -19.6406
C20 18.8908 -14.9973 -21.8211
C21 29.3001 -20.2979 -17.7804
C22 25.3667 -18.5889 -17.5252
C23 24.3184 -15.0357 -15.9747
C24 18.4815 -13.2125 -9.5161
C25 21.7333 -12.9346 -23.0141
C26 20.2897 -14.9796 -26.7031
C27 20.7178 -12.7175 -9.6453
C28 19.9746 -16.1109 -18.4045
C29 21.3625 -13.3585 -10.8237
C30 21.2842 -14.1754 -12.9821
C31 17.6821 -14.6158 -23.9146
C32 20.5157 -14.2830 -14.2766
C33 21.8636 -22.0413 -15.8005
H1 23.7649 -21.7937 -14.2977
H2 29.4875 -20.4110 -20.2154
H3 22.0251 -11.3104 -20.9848
H4 26.0368 -19.3076 -10.9414
H5 24.3556 -13.1975 -15.4339
H6 28.1879 -21.4515 -19.8344
H7 30.2643 -20.6773 -18.1189
H8 25.6478 -18.1848 -14.6177
H9 25.7256 -13.8434 -22.9024
H10 20.6173 -13.1970 -18.9357
H11 27.9479 -14.2129 -17.4595
H12 26.5483 -12.7198 -21.7120
H13 20.3432 -11.8993 -20.9148
H14 18.9927 -13.9652 -21.4858
H15 23.7789 -17.5515 -12.3060
H16 26.3625 -14.6992 -13.6383
H17 23.5350 -13.5798 -17.0301
H18 25.2752 -19.6442 -17.7819
H19 18.0467 -16.0035 -25.5207
H20 20.4962 -11.6856 -9.9176
H21 21.3436 -15.2118 -12.6497
H22 19.4441 -15.3532 -17.8277
H23 21.9390 -13.8698 -23.5349
H24 21.7109 -14.3315 -10.4773
H25 19.9221 -13.3620 -16.7652
H26 21.4190 -11.7388 -18.6736
H27 18.7802 -16.9269 -20.6199
H28 22.4049 -14.1361 -19.7852
H29 17.7300 -13.9371 -9.2027
H30 28.2036 -14.1247 -15.6946
H31 21.1401 -21.9192 -14.9944
H32 19.9771 -11.6983 -16.1645
H33 21.8151 -24.8823 -15.1775
H34 23.5430 -20.7710 -16.6061
H35 25.1471 -14.4087 -18.8837
H36 29.5809 -17.7104 -17.4362
H37 20.1518 -16.0605 -26.7317
H38 31.4844 -16.8534 -16.2514
H39 28.0030 -20.0438 -20.9058
H40 29.9327 -19.9964 -15.9268
H41 25.5121 -20.5833 -15.7546
H42 27.8522 -15.0828 -12.7498
H43 21.2589 -14.8003 -26.2376
H44 20.9054 -16.3191 -17.8768
H45 29.7399 -15.8139 -14.6168
H46 21.4372 -22.0746 -16.8031
H47 23.7947 -16.8060 -16.7848
H48 23.9728 -12.2586 -18.3853
H49 19.8421 -15.1857 -22.3189
H50 17.0330 -14.6435 -22.0336
H51 22.2996 -19.8474 -15.7572
H52 24.9906 -12.5359 -22.2042
H53 18.5867 -13.2456 -10.6005
H54 17.8090 -13.5370 -24.0057
H55 17.9174 -15.6646 -19.9459
H56 26.1507 -13.1043 -19.4735
H57 19.6190 -14.9016 -14.2397
H58 18.1370 -12.2116 -9.2562
H59 25.6175 -20.4332 -14.0088
H60 20.8030 -12.4468 -23.3052
H61 28.5298 -16.9883 -15.0825
H62 29.3049 -13.5979 -12.6702
H63 20.2262 -14.4905 -27.6752
H64 23.7679 -11.9776 -20.1209
H65 21.4339 -12.6419 -16.1297
H66 22.5466 -12.3076 -23.3797
H67 24.3593 -19.0760 -11.3100
H68 19.3920 -15.9021 -24.4960
H69 26.4017 -18.3870 -17.2492
H70 23.7730 -15.4451 -17.8738
H71 22.2184 -13.6608 -13.2072
H72 25.2421 -17.9181 -18.3753
H73 28.4568 -18.9403 -16.3897
H74 30.9998 -18.0257 -15.0423
H75 28.9440 -21.3030 -17.5545
H76 20.2791 -12.5394 -12.2570
H77 22.7692 -25.1675 -16.5421
H78 28.8931 -11.8671 -12.8563
H79 21.1917 -14.7556 -14.9892
H80 21.2395 -24.4126 -16.8523
H81 27.0698 -15.2823 -16.4512
H82 21.4804 -12.4780 -8.9042
H83 24.4084 -15.9305 -12.2838
H84 22.2620 -12.7745 -11.0188
H85 19.3318 -16.9912 -18.4034
H86 16.6915 -14.8276 -24.3169
H87 24.0788 -18.2754 -14.4158

Cartesian forces (eV/Å) of the 2 atoms listed first:
O -0.395 -0.226 0.837
O 1.835 1.224 0.267

=====

Values of largest force on an atom, in order: 4.41 6.05 4.36, all in eV/Å.
Values of molar mass, in order: 700.053 2107.697 846.123, all in g/mol.